Record 1
{"formula": "C28H57FN7O8", "method": "wB97M-V/def2-TZVPD", "elements": ["C", "O", "C", "C", "C", "C", "C", "N", "C", "C", "C", "O", "N", "C", "C", "C", "F", "C", "O", "H", "H", "H", "H", "H", "H", "H", "H", "H", "H", "H", "H", "H", "H", "H", "H", "H", "H", "H", "H", "H", "H", "C", "O", "N", "C", "C", "H", "H", "H", "H", "H", "H", "H", "C", "O", "N", "C", "C", "H", "H", "H", "H", "H", "H", "H", "C", "O", "N", "C", "C", "H", "H", "H", "H", "H", "H", "H", "C", "O", "N", "C", "C", "H", "H", "H", "H", "H", "H", "H", "C", "O", "N", "C", "C", "H", "H", "H", "H", "H", "H", "H"], "xyz": [[0.05148, 0.48404, 3.77030], [0.69913, -0.30535, 2.78559], [0.71374, -1.68822, 3.10816], [0.49448, -2.53218, 1.85824], [-0.96318, -2.90348, 1.60657], [-1.88776, -1.66612, 1.48467], [-3.26727, -1.92486, 1.97106], [-3.56559, -2.22512, 3.28866], [-4.86134, -2.45297, 3.46133], [-5.48087, -2.82069, 4.76310], [-6.33090, -4.07307, 4.65478], [-5.99996, -4.96571, 3.90723], [-5.43355, -2.29219, 2.27416], [-6.84583, -2.44329, 1.95919], [-7.74466, -1.26044, 2.36618], [-7.05649, 0.01017, 2.82317], [-8.59527, -1.72235, 3.37327], [-4.45810, -1.96194, 1.34851], [-4.80861, -1.78346, 0.06710], [-0.13411, 1.47372, 3.35783], [0.69218, 0.60402, 4.64721], [-0.90705, 0.03983, 4.06103], [1.69171, -1.94395, 3.52839], [-0.02762, -1.91221, 3.88522], [0.92973, -2.03030, 0.99352], [1.05738, -3.45990, 1.98651], [-1.30134, -3.54375, 2.42800], [-1.07906, -3.49994, 0.70188], [-1.94974, -1.40199, 0.42820], [-1.45697, -0.81243, 2.00585], [-2.87596, -2.28302, 4.02172], [-6.00572, -1.98064, 5.21818], [-4.65615, -3.08256, 5.43125], [-7.22406, -4.16626, 5.28215], [-6.90891, -2.59253, 0.88474], [-7.22801, -3.34638, 2.42566], [-8.36880, -1.01649, 1.50554], [-7.73402, 0.52860, 3.50076], [-6.86653, 0.67234, 1.98053], [-6.12672, -0.15512, 3.36520], [-4.48402, -0.93740, -0.26376], [2.44144, 2.78663, 2.21513], [2.38452, 3.75638, 2.94941], [2.16995, 2.79666, 0.89986], [2.24176, 1.59902, 0.08341], [1.78930, 4.05120, 0.27232], [2.71620, 1.78402, 2.58768], [2.97105, 1.72880, -0.71502], [1.27653, 1.38622, -0.37109], [2.53959, 0.75645, 0.70646], [2.58209, 4.79094, 0.38784], [0.88855, 4.45312, 0.73797], [1.60368, 3.86868, -0.78355], [2.12626, 2.20664, -3.70009], [1.29590, 2.07207, -2.81280], [2.09190, 3.16391, -4.63512], [3.11482, 3.27732, -5.66148], [0.99443, 4.11602, -4.61238], [2.99616, 1.53617, -3.79958], [3.61317, 4.24470, -5.59225], [2.66632, 3.18177, -6.65226], [3.86542, 2.50202, -5.53724], [0.97936, 4.66055, -3.66785], [0.03945, 3.60062, -4.71776], [1.11925, 4.81892, -5.43148], [6.92635, 1.28215, -5.85693], [6.20446, 2.26700, -5.87196], [6.60764, 0.09615, -6.39367], [7.51564, -1.03350, -6.35834], [5.31732, -0.04897, -7.04442], [7.92746, 1.29452, -5.39644], [7.77028, -1.34983, -7.37066], [7.06219, -1.87372, -5.82894], [8.43090, -0.74830, -5.84503], [5.22474, 0.66107, -7.86655], [4.50847, 0.14273, -6.33771], [5.22516, -1.06095, -7.42938], [10.21527, 3.15886, -8.48975], [9.52703, 2.20019, -8.78960], [9.77391, 4.21903, -7.78945], [10.63471, 5.32690, -7.43382], [8.37731, 4.22883, -7.38034], [11.28128, 3.23096, -8.76442], [10.69181, 5.43795, -6.34912], [10.25924, 6.25960, -7.85930], [11.63692, 5.14848, -7.81833], [8.15828, 3.36122, -6.76884], [7.73055, 4.18949, -8.25723], [8.16718, 5.13183, -6.81306], [-7.18192, -3.27236, 8.63475], [-6.80025, -2.82151, 7.56240], [-8.16163, -4.16877, 8.79794], [-8.56219, -4.63082, 10.11637], [-8.85335, -4.69603, 7.63404], [-6.73436, -2.94818, 9.58646], [-8.42722, -5.70986, 10.19927], [-9.61014, -4.39226, 10.30083], [-7.95448, -4.14318, 10.87468], [-8.15305, -5.21756, 6.98069], [-9.32203, -3.88976, 7.06843], [-9.61620, -5.39663, 7.96045]], "atomic_forces_ev_per_a": [[0.442, 0.178, -0.082], [-0.678, -0.030, 0.032], [0.623, 0.022, -0.236], [-0.015, -0.380, 0.059], [-0.220, 0.263, 0.147], [0.102, -0.313, -0.202], [0.362, 0.063, 0.151], [0.409, 0.016, 0.166], [0.134, -0.145, 0.238], [0.058, 0.192, -0.058], [0.176, -0.825, -0.492], [-0.199, 0.469, 0.305], [-0.398, -0.177, 0.030], [-0.281, 0.173, -0.284], [0.114, 0.107, -0.206], [-0.123, 0.019, 0.202], [0.155, 0.002, 0.088], [-0.240, 0.125, -0.338], [-0.122, 0.028, -0.109], [0.064, -0.014, -0.110], [-0.128, -0.056, 0.145], [-0.030, -0.014, 0.097], [-0.021, 0.079, 0.125], [-0.125, -0.032, -0.046], [0.008, 0.158, 0.043], [-0.010, -0.014, -0.082], [-0.004, 0.041, 0.042], [0.115, -0.078, 0.003], [0.001, 0.205, 0.043], [-0.005, 0.045, 0.009], [-0.027, -0.031, 0.052], [-0.139, -0.080, 0.027], [-0.128, 0.070, 0.207], [0.071, 0.276, 0.155], [0.112, 0.004, -0.006], [0.043, -0.019, 0.027], [-0.221, -0.122, 0.136], [-0.042, 0.045, -0.084], [0.116, -0.033, -0.048], [0.028, -0.034, 0.001], [0.040, -0.023, -0.049], [0.016, -0.111, 0.175], [-0.060, 0.024, -0.044], [-0.040, -0.036, -0.114], [0.063, 0.069, 0.212], [0.020, -0.017, 0.044], [0.025, -0.004, -0.039], [-0.013, -0.047, -0.057], [0.003, -0.030, -0.083], [-0.011, 0.024, 0.042], [-0.009, 0.014, -0.009], [-0.001, 0.020, -0.007], [-0.010, -0.018, -0.011], [0.013, -0.036, 0.047], [-0.035, 0.015, -0.075], [0.026, 0.035, -0.095], [-0.162, 0.062, 0.045], [0.025, -0.069, 0.051], [-0.006, 0.002, -0.009], [0.050, -0.012, -0.035], [0.031, 0.004, -0.019], [0.047, 0.027, 0.015], [-0.011, 0.020, -0.005], [-0.014, 0.016, -0.005], [0.010, 0.005, -0.013], [0.064, 0.093, -0.025], [-0.099, -0.134, 0.076], [-0.031, -0.131, 0.051], [-0.091, 0.030, -0.073], [0.053, 0.093, 0.010], [-0.002, -0.008, -0.007], [0.037, -0.005, 0.005], [0.025, -0.011, 0.008], [0.015, 0.011, 0.000], [-0.014, -0.008, -0.011], [-0.019, -0.023, -0.009], [0.007, -0.015, -0.004], [0.057, -0.099, 0.031], [-0.009, -0.011, 0.016], [-0.015, 0.116, 0.022], [-0.123, -0.037, -0.018], [0.148, 0.001, -0.128], [-0.008, 0.013, -0.014], [0.029, 0.017, 0.001], [0.032, 0.020, 0.003], [0.012, -0.007, -0.008], [-0.076, 0.023, 0.057], [-0.053, 0.006, 0.031], [0.048, 0.026, 0.003], [0.070, 0.209, 0.153], [-0.024, -0.239, -0.247], [-0.044, -0.064, 0.025], [-0.016, -0.023, -0.091], [0.084, 0.100, -0.024], [0.010, -0.001, -0.007], [0.003, -0.001, 0.026], [0.001, 0.004, 0.024], [0.010, 0.009, 0.007], [-0.026, -0.062, 0.010], [-0.011, -0.009, -0.007], [-0.017, -0.003, 0.008]], "spin_multiplicity": 1, "molar_mass_g_mol": 638.80, "de_lowest_kcal_mol": 0.0, "e_homo_ev": -10.19, "total_charge": 1, "homo_lumo_gap_ev": 7.97}

***

Record 2
{"formula": "C28H58AlNO31S", "method": "wB97M-V/def2-TZVPD", "elements": ["Al", "S", "O", "O", "O", "O", "C", "C", "C", "O", "H", "H", "H", "H", "H", "H", "H", "C", "O", "C", "O", "O", "C", "H", "H", "H", "H", "H", "H", "C", "O", "C", "O", "O", "C", "H", "H", "H", "H", "H", "H", "C", "O", "C", "O", "O", "C", "H", "H", "H", "H", "H", "H", "C", "O", "C", "O", "O", "C", "H", "H", "H", "H", "H", "H", "C", "O", "C", "O", "O", "C", "H", "H", "H", "H", "H", "H", "C", "O", "C", "O", "O", "C", "H", "H", "H", "H", "H", "H", "C", "O", "C", "O", "O", "C", "H", "H", "H", "H", "H", "H", "C", "O", "C", "O", "O", "C", "H", "H", "H", "H", "H", "H", "C", "N", "O", "O", "H", "H", "H"], "xyz": [[0.25713, 0.44744, -0.20201], [2.37989, 0.77231, -3.09130], [3.44650, 1.66165, -3.59374], [2.20546, -0.26421, -4.10513], [2.77488, 0.28479, -1.78869], [1.10124, 1.48974, -2.75791], [-1.58947, 3.28763, 3.94749], [-0.59606, 2.10394, 3.51701], [-0.13687, 1.33898, 4.72866], [-1.11366, 1.51599, 2.35808], [-2.57627, 2.91714, 4.22509], [-1.75578, 4.01475, 3.15266], [-1.25863, 3.87296, 4.80540], [0.32946, 2.63059, 3.28432], [0.45243, 1.84428, 5.49383], [0.50651, 0.51642, 4.41631], [-0.99698, 0.87528, 5.21167], [-1.06014, 4.31092, -3.73897], [-1.88731, 4.67221, -2.67216], [-2.18121, 3.77018, -1.65079], [-1.79314, 2.59156, -1.45372], [-2.90009, 4.38349, -0.79789], [-3.31470, 3.76374, 0.39915], [-0.01372, 4.41348, -3.45158], [-1.32379, 4.90755, -4.61225], [-1.03328, 3.25022, -3.98858], [-3.74958, 4.53062, 1.04015], [-2.50416, 3.43337, 1.04876], [-4.06079, 3.00488, 0.16339], [2.98381, 3.09170, 3.74472], [4.03082, 3.00380, 2.70906], [3.87250, 2.39057, 1.54113], [2.73111, 1.85230, 1.22225], [4.95368, 2.43464, 0.88785], [5.14064, 1.71622, -0.34765], [2.63056, 2.06117, 3.78117], [2.16340, 3.77315, 3.51967], [3.62015, 3.44438, 4.55638], [5.25430, 0.64800, -0.16299], [6.10670, 2.07912, -0.69854], [4.38051, 1.79456, -1.12494], [3.58262, -3.44138, -2.26075], [2.88565, -4.08856, -1.26831], [1.88454, -3.57837, -0.46844], [1.32140, -2.43970, -0.63200], [1.53194, -4.43540, 0.51578], [2.08989, -5.74572, 0.60395], [4.11697, -3.95850, -3.05771], [4.20196, -2.80953, -1.62413], [2.92230, -2.72925, -2.75566], [3.07162, -5.87104, 0.14721], [1.60742, -6.54620, 0.04311], [2.04901, -5.96174, 1.67155], [-1.67440, -4.82545, -0.40618], [-1.72283, -4.33996, 0.93405], [-1.62818, -3.06871, 1.23478], [-1.39048, -2.18872, 0.42527], [-1.92433, -2.88441, 2.52414], [-1.59520, -1.76049, 3.27810], [-2.48070, -4.41921, -1.01687], [-1.87911, -5.89436, -0.34590], [-0.66013, -4.77095, -0.80164], [-1.38935, -1.86428, 4.34344], [-2.30334, -0.97346, 3.01884], [-0.66385, -1.33138, 2.90856], [0.02215, 5.63768, 1.99430], [0.98001, 5.52533, 0.97250], [1.07032, 4.46950, 0.16463], [0.37465, 3.46778, -0.04333], [2.17689, 4.79916, -0.53880], [2.61773, 4.09102, -1.68741], [-0.04075, 6.66664, 2.34841], [0.34030, 4.93538, 2.76479], [-0.98208, 5.46678, 1.60646], [2.91867, 3.05801, -1.51298], [3.49523, 4.53323, -2.15916], [1.86186, 4.11165, -2.47248], [1.53313, -4.00545, 3.95876], [1.22838, -2.82575, 3.29710], [2.07303, -2.03090, 2.62138], [1.73454, -0.99361, 1.95310], [3.33398, -2.33280, 2.85949], [4.39534, -1.87932, 2.00540], [2.16875, -3.69645, 4.78859], [2.26444, -4.64506, 3.46461], [0.70947, -4.54195, 4.42977], [5.39007, -2.20034, 2.31452], [4.31722, -0.79428, 2.07391], [4.33417, -2.12926, 0.94621], [-2.20130, 0.43604, -4.69607], [-2.36819, -0.96151, -4.42154], [-2.07991, -1.28777, -3.17719], [-1.30322, -0.63303, -2.47037], [-2.72004, -2.44743, -2.76390], [-3.60924, -3.24453, -3.58960], [-2.57959, 0.64433, -5.69687], [-1.19552, 0.85616, -4.69546], [-2.75461, 1.07124, -4.00435], [-2.95343, -3.94556, -4.10589], [-4.17795, -2.64586, -4.30113], [-4.18169, -3.86495, -2.90004], [-5.69685, -1.39132, -0.88441], [-4.40069, -0.75248, -0.93570], [-3.88831, 0.02866, 0.01998], [-2.68020, 0.26271, 0.02596], [-4.80062, 0.46630, 0.94759], [-4.36238, 1.15610, 2.10357], [-6.42779, -0.91429, -0.23151], [-5.49189, -2.43075, -0.62814], [-6.17712, -1.45410, -1.86088], [-5.20922, 1.63638, 2.59375], [-3.62541, 1.94765, 1.96780], [-3.89139, 0.53579, 2.86612], [0.78907, -2.64670, -4.67878], [-0.00038, -3.83379, -4.42554], [0.24126, -4.47606, -3.45659], [-0.89030, -4.21865, -5.15585], [1.77258, -3.11659, -4.67433], [0.56138, -2.01149, -3.82276], [0.55653, -2.15647, -5.62414]], "atomic_forces_ev_per_a": [[0.042, 0.664, -0.666], [1.019, 0.350, -1.713], [-0.745, 0.563, 0.399], [-0.816, -0.378, 0.321], [0.735, -1.571, 2.694], [-1.353, 0.512, 0.151], [-0.043, -0.397, -0.346], [-0.231, 2.310, -0.739], [-0.648, -2.156, 0.093], [0.795, -0.441, 0.911], [-0.018, -0.393, -0.033], [0.151, -0.295, -0.196], [0.475, -0.247, 0.143], [0.220, 0.532, -0.865], [-0.276, 0.710, -0.287], [0.037, -0.204, -0.229], [-0.080, -0.115, 0.313], [1.429, -1.124, -0.388], [-1.339, -1.316, 1.963], [3.076, -3.553, -0.909], [-0.941, 3.233, -1.920], [-1.408, 2.583, 1.075], [-0.194, 0.044, 0.754], [0.069, 0.707, -0.072], [0.037, 0.022, 0.260], [-0.831, -0.197, 0.060], [-0.495, 0.314, -0.547], [0.416, -0.754, -0.779], [0.290, -0.116, 0.199], [1.382, -0.997, -1.527], [0.231, 0.992, 0.158], [-6.903, -1.875, 0.625], [4.259, 1.777, 0.797], [1.546, 0.016, -1.240], [0.673, -0.560, -0.483], [-0.338, 0.196, 0.780], [0.297, 0.076, -0.297], [-0.692, -0.259, 0.349], [-0.159, 0.013, 0.339], [-0.218, 0.075, -0.098], [-0.151, 0.431, 0.491], [-0.166, 4.033, -0.009], [-2.640, -2.909, 2.589], [-0.931, 3.757, -2.389], [2.667, -4.978, 0.825], [0.180, 0.805, -1.186], [0.685, -0.805, -0.046], [-0.211, -1.036, 0.835], [1.039, 0.325, -1.022], [-0.072, 0.108, -0.154], [0.391, 0.820, 0.668], [-1.203, 0.460, 0.026], [0.263, -0.229, -0.256], [0.069, -0.530, -0.005], [-0.418, -1.266, 0.932], [0.271, 2.315, -1.196], [0.131, -0.503, 0.908], [-0.231, -2.607, 0.611], [1.110, 2.621, -1.613], [0.524, 0.536, -0.101], [-0.083, -0.012, 0.392], [-0.307, 0.680, -0.316], [-0.789, -0.945, -0.095], [-0.263, 0.038, 0.646], [0.112, -0.033, -0.193], [-0.601, -0.466, -0.055], [-0.314, 0.292, 0.062], [0.688, -1.372, -2.311], [1.009, 2.419, 1.431], [0.285, 0.007, 0.282], [-0.235, -0.952, -1.020], [0.725, -0.051, 0.007], [-0.644, 0.181, 0.312], [-0.025, -0.623, 0.065], [-0.576, 0.103, 0.377], [0.013, 0.678, 0.708], [-0.184, -0.274, 0.238], [2.869, -0.302, 1.850], [-1.449, 1.732, -1.937], [-0.838, 3.479, -1.605], [0.589, -4.127, 2.393], [0.798, -2.008, -0.065], [-0.156, 1.845, -0.334], [-0.071, -0.051, 0.609], [-0.638, -0.212, -0.771], [-0.449, 0.417, -0.913], [-0.519, -0.299, 0.747], [0.444, 0.117, -0.293], [-0.780, -0.351, 0.093], [-0.028, 1.419, -0.727], [-0.347, 0.497, -0.369], [0.790, -0.456, 2.131], [-1.767, -1.839, -1.102], [1.022, 1.695, 0.027], [1.401, -0.006, -0.118], [-0.215, -0.522, 0.024], [0.413, -0.878, 0.357], [-0.179, -0.397, 0.270], [-0.200, 0.074, -0.435], [-0.122, -0.094, 0.286], [-0.346, 0.526, 0.024], [0.063, -0.305, 0.186], [-0.741, 0.463, -0.138], [2.439, 0.200, 0.727], [-2.873, 0.014, 0.379], [0.293, -0.534, -1.092], [0.728, 0.780, 1.223], [0.442, -0.023, 0.276], [-0.206, 0.059, 0.467], [0.576, 0.532, -0.321], [-0.376, -0.284, -0.425], [0.006, -0.321, -0.705], [-0.123, -0.605, -0.326], [0.275, 0.161, -0.065], [-2.137, -1.272, -1.166], [1.550, -0.685, 2.712], [-0.573, 0.908, -1.581], [0.309, 1.001, 0.114], [0.677, 0.202, -0.116], [-0.121, -0.311, 0.218]], "spin_multiplicity": 1, "molar_mass_g_mol": 963.80, "e_homo_ev": -7.61, "homo_lumo_gap_ev": 3.38}